C27H28Cl3N2O2PtSTe | ωB97M-V/def2-TZVPD

```
65
Properties=species:S:1:pos:R:3
Pt 0.23 0.06 0.20
C -2.80 3.42 3.85
C -1.42 2.94 4.28
N -0.38 3.33 3.33
C 0.19 4.66 3.53
C 1.46 4.64 4.36
C 0.05 2.53 2.33
S -0.73 1.02 2.13
N 1.05 3.07 1.62
C 1.79 2.45 0.72
O 1.86 1.22 0.41
C 2.79 3.33 0.01
C 3.13 4.58 0.51
C 4.05 5.37 -0.16
C 4.63 4.91 -1.34
C 4.29 3.66 -1.84
C 3.38 2.87 -1.16
H -3.54 3.15 4.60
H -3.07 2.95 2.90
H -2.82 4.50 3.72
H -1.41 1.86 4.37
H -1.14 3.36 5.25
H -0.58 5.27 4.02
H 0.39 5.10 2.55
H 1.28 4.22 5.35
H 1.85 5.65 4.49
H 2.22 4.03 3.86
H 2.67 4.92 1.42
H 4.32 6.34 0.23
H 5.34 5.53 -1.87
H 4.74 3.30 -2.76
H 3.11 1.89 -1.54
Cl -2.66 -6.70 0.49
C -2.31 -4.99 0.38
C -1.25 -4.46 1.09
C -0.96 -3.11 0.98
Cl 0.33 -2.48 1.96
C -1.68 -2.23 0.13
O -1.46 -0.97 -0.07
C -2.79 -2.83 -0.51
Cl -3.82 -1.83 -1.49
C -3.10 -4.17 -0.41
H -0.64 -5.08 1.73
H -3.94 -4.57 -0.95
C -2.25 -5.74 -3.84
C -1.40 -4.57 -3.43
C -1.70 -3.28 -3.82
C -0.93 -2.18 -3.41
C -1.38 -0.80 -3.82
C 0.19 -2.40 -2.60
Te 1.37 -0.74 -1.98
C 0.52 -3.70 -2.21
C 1.71 -4.00 -1.34
C -0.28 -4.76 -2.62
H -3.12 -5.40 -4.41
H -2.61 -6.28 -2.97
H -1.69 -6.44 -4.46
H -2.58 -3.10 -4.44
H -2.31 -0.86 -4.39
H -0.62 -0.30 -4.42
H -1.55 -0.19 -2.93
H 1.72 -3.36 -0.45
H 2.64 -3.81 -1.87
H 1.69 -5.05 -1.02
H -0.04 -5.77 -2.28
```

Results
ΔE to the lowest compared entry with this formula, charge and spin = 3.50 kcal/mol
E_LUMO = 2.471 eV
Highest occupied orbital energy = -3.88 eV
Charge = -1